(1)
{
  "formula": "C2H3ClO2S",
  "method": "ωB97M-V with the def2-TZVPD basis set",
  "de_lowest_kj_mol": 52.0,
  "total_charge": 0,
  "homo_lumo_gap_ev": 9.71,
  "smiles": "O=C(Cl)CSO",
  "homo_energy_ev": -9.59,
  "symbols": ["C", "C", "O", "O", "S", "Cl", "H", "H", "H"],
  "xyz": [[0.385080, 0.611557, 0.359935], [-1.019905, 1.083013, 0.680699], [-0.625665, -1.466925, -1.131862], [-1.865677, 0.535170, 1.316033], [0.527516, -0.242169, -1.255741], [-1.390668, 2.591606, -0.325179], [1.154152, 1.432346, 0.141133], [0.563373, -0.161848, 1.191233], [-1.466205, -1.230225, -1.301537]],
  "forces_ev_per_a": [[0.49, -1.14, 0.67], [-0.72, 0.24, -1.07], [5.67, -1.21, 1.25], [1.31, 0.80, -0.62], [-1.58, -0.39, 0.34], [-0.07, -0.53, 0.65], [-1.12, -1.01, 1.08], [0.52, 1.35, -1.15], [-4.48, 1.90, -1.15]]
}

(2)
{
  "formula": "C10H9I",
  "method": "ωB97M-V with the def2-TZVPD basis set",
  "de_lowest_kj_mol": 136.7,
  "total_charge": 0,
  "homo_lumo_gap_ev": 9.41,
  "smiles": "I[C@@]12CC[C@@H]1c1ccccc12",
  "homo_energy_ev": -8.96,
  "symbols": ["C", "C", "C", "C", "C", "C", "C", "C", "C", "C", "I", "H", "H", "H", "H", "H", "H", "H", "H", "H"],
  "xyz": [[1.984164, 1.828587, -0.364965], [1.059813, 2.474994, 0.498374], [1.574526, 0.730663, -1.162211], [-0.183867, 1.942825, 0.750819], [0.401873, 0.144137, -0.703291], [-0.448445, 0.658326, 0.223947], [-0.136179, -2.299614, -0.139627], [-1.061823, -1.786033, 0.986302], [-0.454820, -1.062768, -0.972322], [-1.405646, -0.522136, 0.139630], [-3.478781, 0.098798, 0.033845], [2.823995, 2.431510, -0.443107], [1.418704, 3.395008, 0.907729], [1.989456, 0.274232, -1.964299], [-0.907758, 2.503528, 1.302824], [0.795651, -2.341378, 0.301324], [-0.544273, -3.323596, -0.403351], [-2.024133, -2.259059, 1.028345], [-0.572298, -1.451944, 2.013716], [-0.830163, -1.436089, -2.033678]],
  "forces_ev_per_a": [[-2.54, -0.34, -0.54], [0.69, -1.42, -0.81], [-1.26, 1.35, 3.80], [-0.64, -1.04, 0.24], [0.43, -0.48, -1.37], [-0.02, 1.43, 0.87], [-2.44, -1.28, 1.34], [0.16, 2.48, 1.69], [-1.21, -1.91, -3.42], [0.07, 1.20, 0.26], [0.54, -0.35, -0.15], [1.97, 0.33, -0.88], [-0.27, 0.47, 0.37], [2.10, -0.87, -2.24], [-0.36, 0.11, 0.44], [2.42, -0.42, 0.11], [0.92, 1.31, -0.48], [-0.04, -0.94, 0.80], [-1.26, -1.22, -1.94], [0.75, 1.59, 1.92]]
}

(3)
{
  "formula": "C4H6N2S",
  "method": "ωB97M-V with the def2-TZVPD basis set",
  "de_lowest_kj_mol": 688.5,
  "total_charge": 0,
  "homo_lumo_gap_ev": [6.23, 6.76],
  "homo_energy_ev": [-8.50, -8.74],
  "symbols": ["C", "C", "C", "C", "N", "N", "S", "H", "H", "H", "H", "H", "H"],
  "xyz": [[-0.427628, 1.773767, 0.346252], [0.623756, 1.124934, 0.872567], [-1.214199, 0.967259, -0.522618], [0.631732, -0.175699, 0.238882], [-0.506903, -0.233325, -0.612909], [-0.580880, -1.246450, -1.514959], [-1.595151, 0.715996, -3.699516], [-0.784176, 2.723617, 0.605646], [1.094704, 1.221518, 1.828324], [1.554860, -0.312767, -0.295221], [0.499657, -0.901774, 1.032146], [-1.055720, -2.106633, -1.092217], [-0.987786, -0.759141, -2.353500]],
  "forces_ev_per_a": [[0.18, 0.32, 0.76], [-1.39, -0.12, 0.17], [0.96, -3.41, -2.72], [0.69, -1.02, 0.57], [-0.86, 3.80, 1.60], [-1.01, -1.10, -0.37], [-0.15, 0.46, 0.34], [-0.28, 1.23, 0.51], [0.69, 0.84, 0.04], [0.40, -0.60, -0.36], [0.39, -0.66, 0.15], [0.48, 1.82, -1.16], [-0.11, -1.57, 0.46]]
}

(4)
{
  "formula": "C24H58N7O",
  "method": "ωB97M-V with the def2-TZVPD basis set",
  "total_charge": 1,
  "homo_lumo_gap_ev": 6.10,
  "homo_energy_ev": -9.11,
  "symbols": ["C", "O", "C", "C", "C", "C", "N", "C", "N", "N", "N", "H", "H", "H", "H", "H", "H", "H", "H", "H", "H", "H", "H", "H", "C", "C", "N", "C", "C", "C", "C", "H", "H", "H", "H", "H", "H", "H", "H", "H", "H", "H", "H", "H", "H", "H", "C", "C", "N", "C", "C", "C", "C", "H", "H", "H", "H", "H", "H", "H", "H", "H", "H", "H", "H", "H", "H", "H", "C", "C", "N", "C", "C", "C", "C", "H", "H", "H", "H", "H", "H", "H", "H", "H", "H", "H", "H", "H", "H", "H"],
  "xyz": [[-1.194400, 5.752043, 0.706377], [-1.847535, 4.548941, 0.403814], [-1.611771, 3.541861, 1.350512], [-2.708208, 3.516699, 2.424199], [-2.179748, 3.278694, 3.845575], [-1.502682, 4.500606, 4.318036], [-2.084977, 5.607287, 4.729009], [-1.093399, 6.464044, 4.998824], [-1.275721, 7.709776, 5.437076], [0.104855, 5.892813, 4.767011], [-0.169394, 4.614244, 4.357937], [-0.129907, 5.610040, 0.903007], [-1.646015, 6.264699, 1.562755], [-1.289361, 6.409592, -0.146804], [-1.643254, 2.599617, 0.814687], [-0.607010, 3.616214, 1.773258], [-3.428256, 2.745477, 2.184125], [-3.228023, 4.467455, 2.388613], [-3.028385, 3.126716, 4.499717], [-1.513695, 2.426776, 3.901417], [-2.210541, 8.068832, 5.490624], [-0.495835, 8.237531, 5.777932], [1.033557, 6.262514, 4.865429], [0.498537, 3.909025, 4.097972], [-3.930349, -0.138641, 3.528472], [-3.992835, -1.422877, 4.339144], [-2.680034, -1.936245, 4.678787], [-2.701835, -3.302016, 5.179976], [-3.420962, -3.573315, 6.505962], [-1.808370, -1.012984, 5.377403], [-2.305077, -0.404413, 6.696674], [-3.299962, -0.265867, 2.646044], [-4.930517, 0.140275, 3.194347], [-3.539456, 0.693547, 4.119523], [-4.501167, -2.179750, 3.737871], [-4.625548, -1.254641, 5.224347], [-1.670056, -3.654397, 5.255540], [-3.163620, -3.922462, 4.406493], [-2.858147, -3.202171, 7.361354], [-3.537085, -4.649565, 6.641883], [-4.418344, -3.133522, 6.530169], [-1.571964, -0.189892, 4.692681], [-0.853266, -1.514154, 5.550265], [-3.330346, -0.039193, 6.620391], [-1.674892, 0.446617, 6.969269], [-2.257000, -1.113181, 7.520319], [0.145529, -1.700511, -4.757921], [-0.200243, -0.300906, -4.273935], [-1.285903, -0.284242, -3.311554], [-1.826513, 1.039535, -3.068657], [-0.910664, 2.088353, -2.424542], [-1.100274, -1.123078, -2.141986], [0.140095, -0.882974, -1.269193], [-0.737601, -2.210575, -5.143582], [0.880033, -1.641039, -5.562226], [0.581472, -2.311852, -3.966048], [-0.513221, 0.291380, -5.137527], [0.714170, 0.176719, -3.886477], [-2.729515, 0.934526, -2.460222], [-2.170825, 1.434281, -4.029292], [-0.744787, 1.889099, -1.365570], [-1.376795, 3.073478, -2.495770], [0.057849, 2.147476, -2.921711], [-1.082872, -2.164232, -2.473010], [-1.996769, -1.042671, -1.521720], [1.048409, -0.784684, -1.864985], [0.283381, -1.731528, -0.596929], [0.041186, 0.007227, -0.647953], [4.606817, -1.763831, -4.248065], [5.509938, -2.440183, -5.268758], [5.548355, -3.881457, -5.124951], [6.628182, -4.509546, -5.867601], [6.606358, -4.416225, -7.398002], [4.261640, -4.552134, -5.177850], [3.394867, -4.350744, -6.427992], [4.875929, -2.062469, -3.233885], [4.713532, -0.680529, -4.323150], [3.553512, -1.999691, -4.410841], [6.526623, -2.066588, -5.121884], [5.206393, -2.123165, -6.279102], [6.675369, -5.562203, -5.576769], [7.564941, -4.068391, -5.512541], [5.846219, -5.060584, -7.836713], [7.570065, -4.739954, -7.795753], [6.437414, -3.396300, -7.744414], [3.679839, -4.235661, -4.307255], [4.430056, -5.620687, -5.026242], [3.337177, -3.302237, -6.724362], [2.375750, -4.686395, -6.224044], [3.756877, -4.927465, -7.277032]],
  "forces_ev_per_a": [[-0.14, 0.32, 0.04], [0.39, -0.03, -0.16], [-0.58, -0.39, -0.11], [0.43, 0.02, -0.06], [-0.41, 0.39, -0.16], [0.56, -0.34, 0.17], [-0.21, 0.42, -0.10], [-0.26, 0.12, 0.09], [0.47, -0.53, -0.22], [-0.09, -0.03, 0.12], [-0.51, -0.02, -0.13], [0.16, -0.15, 0.01], [-0.07, 0.00, 0.19], [-0.07, 0.09, -0.21], [0.09, -0.19, -0.17], [0.19, 0.20, 0.10], [-0.19, -0.14, 0.03], [-0.18, 0.18, 0.07], [-0.12, -0.22, 0.26], [0.10, -0.27, 0.01], [-0.12, 0.05, 0.11], [-0.07, 0.33, 0.05], [0.17, -0.09, -0.02], [0.42, 0.22, 0.06], [-0.05, 0.11, -0.05], [-0.03, 0.08, 0.02], [0.06, -0.07, -0.02], [-0.01, -0.20, -0.01], [0.06, -0.03, 0.00], [0.09, 0.18, 0.03], [0.09, 0.03, 0.00], [0.04, -0.02, 0.02], [-0.01, 0.00, 0.01], [-0.01, -0.01, 0.00], [0.04, -0.08, 0.05], [-0.04, 0.02, -0.03], [0.03, 0.08, 0.01], [-0.04, 0.07, -0.03], [-0.02, 0.05, 0.01], [0.00, 0.00, -0.01], [-0.01, 0.01, -0.01], [-0.05, -0.01, -0.03], [-0.04, -0.09, 0.01], [-0.01, -0.01, -0.02], [0.01, -0.01, 0.00], [-0.08, -0.02, 0.00], [0.08, -0.02, -0.01], [0.11, -0.08, -0.05], [-0.10, 0.08, 0.05], [-0.10, 0.11, -0.05], [-0.10, 0.08, 0.04], [0.04, -0.20, 0.08], [-0.05, -0.03, 0.08], [-0.03, 0.01, 0.04], [0.01, 0.01, 0.00], [-0.01, -0.02, -0.01], [-0.06, 0.07, 0.06], [0.02, 0.00, -0.04], [0.03, -0.07, 0.04], [0.07, -0.04, -0.04], [0.07, -0.04, -0.01], [0.00, -0.01, 0.01], [0.01, -0.03, 0.00], [0.03, 0.03, -0.05], [-0.03, 0.09, -0.04], [0.00, 0.00, -0.03], [-0.01, 0.00, -0.01], [0.04, 0.05, -0.05], [-0.05, 0.06, -0.01], [-0.07, 0.09, 0.01], [0.10, -0.11, 0.02], [0.17, -0.04, -0.02], [0.03, -0.07, 0.01], [-0.23, 0.00, 0.07], [-0.05, -0.10, 0.02], [-0.01, -0.05, -0.01], [-0.01, 0.00, -0.01], [0.00, 0.00, 0.01], [0.05, -0.07, -0.06], [0.00, 0.05, 0.01], [-0.08, 0.00, 0.02], [-0.04, 0.07, 0.02], [-0.05, 0.04, -0.01], [0.00, 0.00, 0.01], [-0.01, 0.02, 0.01], [0.04, 0.06, -0.01], [0.10, 0.00, -0.04], [0.02, 0.01, 0.01], [0.01, 0.00, 0.01], [0.04, 0.07, -0.05]]
}

Computed values of E_tot (unit: Eh) for the preceding records, in sequence: -1086.8309, -684.0337, -663.4663, -1407.4777.